Record 1
Entry from the Open Molecules 2025 dataset: a molecular structure, C21H32N2O2SiZr (ωB97M-V with the def2-TZVPD basis set).

Last column: Mulliken charge in e.
Positions of all 59 atoms, in Å:
C -4.59998 -0.92805 -1.94904  -0.71
C -3.55497 -1.55477 -1.35003  -0.46
C -2.15936 -1.11409 -1.69452  -0.73
C -1.16758 -1.29649 -0.54849  0.90
C 0.01273 -2.05826 -0.71254  0.07
C 0.39608 -2.69632 -1.98097  -1.46
C 1.52089 -1.82641 -2.67616  -0.71
C 1.39969 -0.32246 -2.43967  0.43
C 2.30871 0.47879 -3.41183  -0.56
C 3.21793 1.42409 -2.60996  -1.13
C 0.95363 -2.25977 0.42431  1.03
N 2.02532 -3.03287 0.20783  0.05
C 3.24522 -2.78636 1.00789  -0.55
C 4.01708 -1.56827 0.49588  -0.80
C 0.65717 -1.62788 1.67504  -0.92
C -0.46964 -0.89692 1.77735  -0.17
C -1.38699 -0.71806 0.68144  1.04
C -2.51284 0.19562 1.21937  -0.48
O -3.61983 0.35932 0.82591  -0.48
N -1.96613 0.78450 2.39830  0.42
Si -1.58584 2.53262 2.50694  0.26
C -1.39852 2.95436 4.31543  -1.07
C -3.02882 3.69533 1.88702  -1.14
C -0.02044 3.03231 1.61875  -1.09
C -1.01448 -0.13930 2.95828  -0.43
O -0.77974 -0.30318 4.09408  -0.38
H -4.64042 0.15070 -2.01069  0.23
H -5.41450 -1.53767 -2.33000  0.32
H -3.73650 -2.33824 -0.62074  0.48
H -1.87948 -1.66057 -2.58823  0.45
H -2.18389 -0.05009 -1.95151  0.57
H 0.86249 -3.65408 -1.74564  0.29
H -0.44719 -2.85902 -2.63867  0.62
H 2.49710 -2.15686 -2.32277  0.20
H 1.49594 -2.03608 -3.74212  0.57
H 0.35795 -0.04150 -2.60643  -0.13
H 1.72111 -0.04827 -1.42726  0.09
H 1.65325 1.11423 -4.00259  0.32
H 2.89199 -0.19555 -4.03137  0.41
H 3.77175 2.10101 -3.24907  0.42
H 3.88719 0.82224 -1.99433  0.25
H 2.59199 1.97952 -1.90772  0.26
H 1.80861 -4.03877 0.19173  0.40
H 3.07256 -2.74871 2.08452  0.34
H 3.88922 -3.64856 0.85028  0.40
H 4.13911 -1.66674 -0.57956  0.22
H 3.51526 -0.64195 0.77549  0.22
H 5.00782 -1.56262 0.93948  0.48
H 1.30717 -1.74067 2.53319  0.53
H -0.38942 2.69201 4.62595  0.36
H -1.52640 4.03348 4.41115  0.44
H -2.16124 2.43882 4.89378  0.36
H -2.74564 4.72648 2.22113  0.86
H -3.98044 3.46490 2.36736  0.41
H -3.12294 3.70262 0.75362  -0.18
H 0.82646 2.42652 1.93330  0.37
H 0.19330 4.05777 1.92918  0.43
H -0.12541 3.04377 0.53096  0.33
Zr -3.62607 5.54444 -0.01303  1.78

Force components x, y, z for each atom (eV/Å):
0.1509 -0.9475 0.5152
-0.4902 0.9350 -0.4691
0.2008 0.4214 1.6181
-0.6891 0.2981 -0.5683
-0.3446 -1.3230 -0.5011
-0.0962 0.3384 0.7422
0.5024 0.4854 -0.0740
0.2950 -0.2171 -0.8688
-0.4263 0.5736 0.8773
-0.3766 -0.7335 0.1511
-0.5780 0.5600 0.0333
-0.2349 0.0585 2.5441
1.1107 -0.5114 -0.2402
-0.5084 -0.0390 0.1227
1.1054 0.6412 0.1369
-0.4750 -0.3226 -0.6259
-0.1952 -0.0693 0.2206
1.6268 -0.5510 0.3898
-0.2976 0.5111 -0.7027
-0.3539 0.4329 -0.8963
0.6479 0.4174 1.6230
-0.4910 -0.0279 -1.0678
-0.3028 0.7562 -0.5131
-0.8749 0.0415 -0.3491
-0.1623 -0.2005 -0.8007
0.5196 0.1953 0.9910
0.3356 0.0407 -1.0395
-0.6132 0.3432 0.7650
0.1696 -0.8076 -0.6760
0.1507 0.0612 -0.0630
-0.0024 -0.0640 -0.2290
0.1222 -0.2076 -0.1610
0.0369 0.0498 -0.0739
-0.0329 -0.2387 0.1351
-0.2107 -0.1256 -0.0687
-0.0627 0.2458 0.2276
-0.3595 -0.1987 0.2785
0.1357 -0.2601 -0.5430
0.0073 0.0612 -0.2590
0.1477 0.0515 0.0458
0.3424 0.1548 -0.0685
0.0740 0.3178 -0.1042
0.2047 0.0558 -1.5041
-0.3166 0.0760 0.0277
-0.1894 -0.2433 0.0037
0.0283 0.2495 -0.0972
0.0296 0.1235 -0.2171
0.0569 -0.0579 0.1325
0.0078 -0.1124 -0.0255
-0.0155 -0.0898 0.2437
0.0873 0.0543 0.2795
0.1314 0.0082 0.3022
0.2482 -0.1492 0.0297
-0.1797 -0.1288 -0.2133
0.1586 -0.9806 0.0879
0.0756 -0.0941 -0.1121
0.0791 0.0411 0.0956
0.3065 -0.1903 -0.0562
-0.2162 0.2909 0.5689

## Properties
Charge: +4
LUMO in eV: -15.76
Gap between HOMO and LUMO in Eh: 0.10943
E_HOMO in eV: -18.7413

Record 2
Entry from the Open Molecules 2025 dataset: a single C21H32N2O5 molecule (ωB97M-V with the def2-TZVPD basis set).

Last column: Mulliken charge in e.
Positions of all 60 atoms, in Å:
C 2.39177 2.29861 3.05378  -0.66
H 2.93796 1.41162 2.72771  0.22
O 1.76361 2.95299 1.97402  -0.52
C 0.79374 2.35312 1.23398  0.20
C 0.24225 3.18184 0.25744  -0.97
C -0.74540 2.75331 -0.60377  -0.55
C -1.21411 1.44981 -0.50214  -0.31
C -0.68313 0.61946 0.48057  0.04
C 0.31067 1.03364 1.35260  1.18
O 0.84820 0.23262 2.32705  -0.53
C 0.32845 -1.06564 2.55310  -0.25
C 0.90794 -2.09083 1.57088  -0.37
H 1.99777 -2.04856 1.63000  0.27
H 0.61234 -1.85600 0.54797  0.50
C 0.42197 -3.49379 1.94489  -1.15
N 0.80584 -3.80908 3.29914  0.10
C 1.73841 -4.71372 3.69078  1.15
O 2.06375 -4.82689 4.85677  -0.66
C 2.33149 -5.59636 2.61163  -1.35
H 3.02572 -6.28236 3.08925  0.33
H 1.55566 -6.17136 2.11155  0.35
H 2.87211 -5.00309 1.87770  0.33
C 0.25811 -2.88691 4.27234  -1.11
C 0.72151 -1.46093 3.97841  -0.52
H 1.80637 -1.39758 4.07616  0.28
H 0.27347 -0.76840 4.69113  0.40
H -0.83591 -2.94010 4.23439  0.35
H 0.60055 -3.20646 5.25761  0.47
H -0.67321 -3.52340 1.87928  0.23
H 0.82338 -4.22650 1.24850  0.53
H -0.76805 -1.05177 2.47714  0.34
H -1.09534 -0.37549 0.53183  0.66
C -2.27019 0.85707 -1.37181  0.05
O -2.87611 -0.15372 -1.05228  -0.73
N -2.51014 1.52169 -2.52366  -0.04
H -1.85816 2.22307 -2.84547  0.28
C -3.40579 1.01510 -3.53401  -0.99
C -2.65103 0.59896 -4.79953  -0.43
C -1.93483 1.78420 -5.46021  -0.68
O -0.87201 2.30030 -4.68576  -0.43
C 0.37862 1.63148 -4.82301  0.74
C 1.18564 2.23910 -5.97198  -1.47
H 2.12770 1.71065 -6.08777  0.41
H 0.63360 2.17396 -6.90708  0.36
H 1.38749 3.28645 -5.76299  0.33
C 1.12363 1.76643 -3.49819  -1.35
H 2.11014 1.31918 -3.57931  0.49
H 0.57788 1.27324 -2.69756  0.14
H 1.23119 2.81730 -3.24355  0.34
H 0.20286 0.56573 -5.03089  0.23
H -1.57747 1.49110 -6.45563  0.39
H -2.63709 2.61521 -5.57959  0.36
H -1.92303 -0.17307 -4.54241  0.24
H -3.35782 0.17709 -5.51503  0.41
H -4.14065 1.78927 -3.78334  0.35
H -3.92559 0.15681 -3.10041  0.45
H -1.15008 3.44478 -1.32582  0.50
H 0.62208 4.18997 0.20382  0.47
H 3.09292 3.03001 3.45601  0.33
H 1.67603 2.01687 3.82839  0.25

Force components x, y, z for each atom (eV/Å):
0.3130 -0.1250 0.4174
-0.0369 0.0837 0.0493
-0.2599 -0.0027 -0.3171
-0.0712 0.0956 -0.1345
0.1250 -0.1055 0.1610
-0.0699 -0.2338 0.0436
0.2218 0.0165 0.3362
-0.0806 -0.0161 -0.0648
0.0838 0.0707 0.0154
0.0080 0.2846 -0.1139
0.1410 -0.4311 0.1315
-0.2995 0.1423 0.0439
0.0346 0.0071 -0.0071
0.0196 0.0096 -0.0355
0.1455 0.1142 -0.3146
-0.3061 0.1926 0.0727
0.0452 -0.2656 -0.2326
0.2313 -0.1057 0.2796
0.0851 -0.0346 0.2466
-0.0228 0.0391 0.0175
-0.0349 -0.0156 -0.1223
0.0080 0.0145 -0.1365
0.1474 0.1393 0.3586
-0.2730 0.0474 -0.2819
0.0555 -0.0009 0.0190
-0.0058 0.0463 0.0202
0.0210 -0.0165 0.0341
-0.1544 0.0526 -0.1343
0.0583 -0.0758 -0.0678
-0.0878 0.0039 0.0501
0.0827 0.0147 -0.0005
-0.0033 -0.0851 0.0412
-0.1057 0.1639 -0.0572
-0.0084 -0.2300 0.0812
0.0609 0.2764 -0.1086
0.0552 -0.1410 0.1706
-0.1214 -0.2994 -0.1779
0.1088 0.4571 0.1896
-0.2238 -0.3111 -0.2221
0.1182 0.2041 0.2028
0.4526 -0.0258 0.0040
-0.3886 -0.1630 0.2136
0.1230 -0.0521 -0.0475
-0.0061 0.0048 -0.1174
0.0420 0.1203 0.0266
-0.3453 -0.1502 -0.3333
0.1347 -0.0357 0.0168
-0.0105 -0.0379 0.0915
0.0465 0.1495 0.0383
-0.0317 0.0976 0.0353
-0.0090 0.0885 0.0259
0.0084 -0.0836 -0.1006
-0.0089 -0.0881 -0.0431
-0.0156 -0.0448 -0.0580
-0.0263 -0.1052 -0.0003
0.0006 0.1865 -0.0690
-0.0423 0.0826 -0.0867
0.0468 0.1181 0.0129
-0.0458 -0.0635 -0.0115
0.0712 0.0218 -0.0508

## Properties
Energy above the lowest of the compared OMol25 structures with the same formula, charge and spin in kcal per mole: 47.8
SMILES: COc1ccc(C(=O)NCCCOC(C)C)cc1OC1CCN(C(C)=O)CC1
LUMO in eV: 0.68
Gap between HOMO and LUMO in Eh: 0.32612
E_HOMO in eV: -8.1975